# 1
Computed, not measured: a 2-piece molecular cluster, C4H8NPS overall, with ωB97M-V/def2-TZVPD.

```
15
Properties=species:S:1:pos:R:3
C -0.554 -0.814 0.931
C 0.397 0.140 0.177
C 0.817 1.361 0.932
C 0.064 0.698 -1.253
N 0.743 -1.171 0.614
P -0.088 -3.016 -1.619
S -1.952 -3.016 -1.220
H -0.746 -0.765 1.967
H -1.502 -1.204 0.421
H 1.736 1.988 0.617
H 1.142 1.255 1.983
H 0.068 2.114 0.941
H -0.926 1.367 -1.064
H -0.096 -0.171 -1.946
H 0.896 1.234 -1.481
```

## Properties
HOMO energy (alpha / beta): -9.083 / -7.650 eV
DFT total energy: -25887.141 eV
Kohn-Sham gap (alpha / beta): 7.7 / 6.0 eV

=====

# 2
Computed, not measured: an isolated ion of composition C4H8NS and charge +1, with ωB97M-V/def2-TZVPD.

```
14
Properties=species:S:1:pos:R:3
C 0.230 1.421 -0.135
C -2.069 -0.128 0.875
C -0.842 -0.639 0.228
C 1.339 -0.571 -0.755
N 0.178 0.110 -0.203
S -3.378 0.041 -0.446
H 1.124 1.935 -0.443
H -0.610 1.997 0.209
H -2.467 -0.861 1.578
H -1.961 0.828 1.380
H -0.820 -1.689 -0.022
H 1.190 -1.648 -0.777
H 2.217 -0.355 -0.146
H 1.532 -0.223 -1.769
```

## Properties
HOMO energy (alpha / beta): -12.819 / -12.748 eV
DFT total energy: -16592.158 eV
Kohn-Sham gap (alpha / beta): 5.4 / 5.3 eV
net charge: +1

=====

# 3
Computed, not measured: a 2-piece molecular cluster, C4H8NS overall, with ωB97M-V/def2-TZVPD.

```
14
Properties=species:S:1:pos:R:3
C 2.736 -0.758 -0.592
C 0.892 0.463 -0.414
C -3.137 -0.433 0.586
C -1.890 0.258 -0.036
N 3.829 0.096 -0.311
S -0.224 -0.599 0.063
H -3.682 -0.974 -0.128
H -2.953 -1.259 1.321
H -3.749 0.356 0.996
H -1.759 1.262 0.422
H -2.048 0.567 -1.056
H 3.571 0.703 -1.065
H 4.737 -0.351 -0.382
H 3.677 0.668 0.596
```

## Properties
HOMO energy (alpha / beta): -12.818 / -12.991 eV
DFT total energy: -16587.073 eV
Kohn-Sham gap (alpha / beta): 7.7 / 7.2 eV
net charge: +1

=====

# 4
Computed, not measured: a single C4H8O molecule, with ωB97M-V/def2-TZVPD.

```
13
Properties=species:S:1:pos:R:3
C 1.856 -0.025 -0.447
C 0.955 -0.456 0.399
C -0.447 0.168 0.444
C -1.642 -0.585 -0.365
O -0.382 1.486 -0.093
H 2.933 -0.354 -0.438
H 1.675 0.853 -0.953
H 1.259 -1.240 1.129
H -0.707 0.340 1.472
H -2.061 -1.453 0.175
H -2.455 0.326 -0.494
H -1.159 -0.982 -1.342
H 0.175 1.923 0.512
```

## Properties
SMILES: C=C[C@H](C)O
HOMO energy: -9.823 eV
DFT total energy: -6323.394 eV
Kohn-Sham gap: 10.8 eV

=====

# 5
Computed, not measured: a single C4H8O molecule, with ωB97M-V/def2-TZVPD.

```
13
Properties=species:S:1:pos:R:3
C -1.391 -0.906 -0.462
C -0.336 -0.208 0.025
C 0.952 -0.904 0.380
C -0.251 1.294 -0.116
O 0.869 1.971 0.347
H -1.328 -1.967 -0.647
H -2.302 -0.417 -0.763
H 1.670 -0.813 -0.437
H 1.400 -0.458 1.268
H 0.781 -1.963 0.557
H -0.781 1.738 -0.963
H -0.938 1.028 0.888
H 1.655 1.604 -0.077
```

## Properties
SMILES: C=C(C)CO
HOMO energy: -8.313 eV
DFT total energy: -6322.611 eV
Kohn-Sham gap: 9.1 eV

=====

# 6
Computed, not measured: a 2-piece molecular cluster, C4H8O overall, with ωB97M-V/def2-TZVPD.

```
13
Properties=species:S:1:pos:R:3
C -0.933 1.849 2.072
C -0.383 0.589 1.540
O -0.986 -0.445 1.642
H -1.975 2.016 2.208
H -0.431 1.922 3.051
H -0.621 2.790 1.526
H 0.607 0.869 1.078
C 0.930 -2.221 -2.073
C 0.622 -0.956 -2.330
H 1.549 -2.913 -2.760
H 0.492 -2.563 -1.164
H -0.108 -0.430 -1.693
H 1.236 -0.506 -3.097
```

## Properties
SMILES: CC=O.C=C
HOMO energy: -9.993 eV
DFT total energy: -6323.044 eV
Kohn-Sham gap: 11.0 eV

=====

# 7
Computed, not measured: a single C4H8O molecule, with ωB97M-V/def2-TZVPD.

```
13
Properties=species:S:1:pos:R:3
C 1.534 -0.220 0.191
C 0.381 -0.074 -0.650
C -0.645 0.914 -0.160
C -1.488 -0.372 0.239
O -0.507 -1.184 -0.355
H 1.233 -0.751 1.220
H 1.956 0.855 0.531
H 2.336 -0.934 -0.215
H 0.640 -0.142 -1.762
H -0.240 1.450 0.663
H -1.215 1.609 -0.882
H -1.495 -0.620 1.422
H -2.489 -0.532 -0.242
```

## Properties
SMILES: C[C@@H]1CCO1
HOMO energy: -9.450 eV
DFT total energy: -6322.984 eV
Kohn-Sham gap: 10.6 eV

=====

# 8
Computed, not measured: a single C4H8O molecule, with ωB97M-V/def2-TZVPD.

```
13
Properties=species:S:1:pos:R:3
C -0.914 0.447 -1.189
C -0.075 -0.439 -0.292
C 1.164 0.203 0.341
C 0.686 0.060 1.789
O -0.834 -0.876 0.879
H -1.840 -0.062 -1.475
H -1.167 1.385 -0.680
H -0.362 0.701 -2.101
H 0.175 -1.369 -0.807
H 2.083 -0.331 0.066
H 1.278 1.255 0.055
H -1.323 -0.112 1.218
H 1.130 -0.863 2.197
```

## Properties
HOMO energy: -8.089 eV
DFT total energy: -6320.880 eV
Kohn-Sham gap: 8.9 eV

=====

Here are the calculated F_max numbers, same order: 5.36 3.81 3.75 3.37 5.09 2.82 5.43 0.30 (eV/A).
Here are the calculated relative energy (zero: lowest compared OMol25 entry of this formula, charge and spin) numbers, same order: 4.2351 3.2486 8.3333 1.7741 2.5573 2.1241 2.1837 4.2874 (eV).